(1)
C19H24BrCaNSi | wB97M-V/def2-TZVPD

XYZ file:
```
47
Properties=species:S:1:pos:R:3:lowdin_charge:R:1
H 4.896 2.600 1.286 0.071
C -2.062 -3.553 -0.391 -0.233
C -2.219 1.266 2.292 -0.187
H -3.008 1.965 2.607 0.013
H -1.571 1.067 3.154 0.017
H -3.163 2.959 -0.420 0.012
C 2.323 -2.126 -0.040 -0.232
H -0.190 4.285 0.593 0.025
H 1.632 1.917 -1.494 0.086
H 3.912 2.854 -0.996 0.087
C -3.252 -1.578 -0.357 -0.234
H 3.402 -0.886 -1.574 0.081
H -1.541 -4.455 -0.072 0.057
C 1.955 -2.455 -2.292 -0.271
C -2.414 2.179 -0.608 -0.187
Si -1.287 2.038 0.878 0.323
H -1.848 2.437 -1.509 0.005
H -0.025 3.723 2.265 0.020
C -2.668 -2.588 0.467 -0.211
H -2.688 0.323 1.984 0.013
C 1.916 1.045 1.841 -0.069
C 1.407 -3.206 -0.184 -0.204
H -2.938 1.236 -0.805 0.007
H 2.050 -2.385 -3.379 0.078
Br -0.350 0.358 -3.572 -0.319
H 1.311 0.556 2.608 0.104
H -1.584 4.325 1.685 0.014
C 1.312 1.280 0.572 -0.467
H -2.732 -2.636 1.550 0.049
C -0.699 3.740 1.399 -0.186
C 1.163 -3.393 -1.571 -0.226
C -2.291 -3.158 -1.741 -0.230
H 0.537 -4.175 -1.996 0.076
C 2.099 1.826 -0.497 -0.067
C -3.016 -1.930 -1.721 -0.231
H 1.021 -3.833 0.619 0.076
H -3.368 -1.377 -2.596 0.058
C 2.680 -1.672 -1.344 -0.277
H -3.796 -0.703 -0.009 0.047
H 3.663 1.322 3.039 0.081
H -1.999 -3.716 -2.632 0.061
C 3.205 1.500 2.069 -0.135
C 3.359 2.335 -0.213 -0.129
C 3.907 2.192 1.070 -0.152
Ca 0.221 -0.721 -1.239 0.940
N -0.005 0.985 0.375 -0.230
H 2.747 -1.767 0.899 0.076
```

## Properties
- Frontier orbital gap: 5.808 eV
- Highest occupied orbital energy: -0.7056 eV
- Total charge: -2

---

(2)
C19H24BrNO6V | wB97M-V/def2-TZVPD

XYZ file:
```
52
Properties=species:S:1:pos:R:3:mulliken_spin:R:1
O 1.438 1.752 1.511 -0.015
C 2.766 0.442 0.057 0.026
H -2.170 -2.101 2.134 -0.002
H 0.561 2.974 2.890 0.000
O 1.535 0.127 -0.586 0.026
H -2.100 2.185 -2.406 0.000
H 2.073 0.018 -2.577 0.000
H -0.244 0.692 -3.331 0.000
C -1.193 -3.245 -1.681 0.002
H 1.782 3.769 1.898 0.000
N 0.608 -5.269 -2.169 -0.001
C 1.393 0.577 -1.931 0.003
C -1.628 -1.217 2.435 -0.092
H 3.495 2.001 1.337 0.001
C -1.173 0.941 3.056 -0.105
C -0.314 -1.175 2.937 -0.035
O -0.960 0.785 -1.379 -0.001
H -1.915 -2.464 -1.477 0.000
H 3.599 0.427 -0.646 0.000
C -1.367 2.133 -1.599 0.002
O -1.016 2.395 0.759 -0.001
C -0.038 0.279 -2.343 0.001
H -0.676 -5.966 -3.622 0.000
C -2.138 0.106 2.428 -0.001
C 0.008 -3.316 -0.979 -0.002
H -2.349 3.586 -0.327 0.002
C 0.965 3.048 1.882 0.000
C 0.888 -4.366 -1.251 0.000
H -0.633 4.358 1.292 0.001
H 2.910 -0.333 0.811 -0.001
C 0.374 -2.313 0.036 0.005
C -0.515 -5.207 -2.865 0.000
H 2.537 2.579 -0.050 -0.002
H 1.822 -4.467 -0.710 0.000
H -1.345 1.967 3.336 -0.002
H 0.337 -2.019 3.097 0.005
H 1.623 1.645 -2.015 -0.001
C -0.101 3.489 0.901 0.006
H -0.508 2.759 -1.859 -0.001
H -0.189 -0.798 -2.380 0.000
C -1.461 -4.202 -2.639 0.000
C -0.042 0.166 3.337 -0.057
O -0.438 -1.242 0.159 -0.018
H 0.840 0.478 3.874 0.001
Br -3.062 -4.151 -3.632 0.000
O 1.346 -2.386 0.751 -0.002
H -3.154 0.387 2.195 0.004
H -2.806 1.888 -0.052 -0.002
V -0.354 0.181 1.042 1.258
C -1.981 2.560 -0.291 0.006
H 0.342 3.748 -0.064 -0.001
C 2.630 1.794 0.706 -0.005
```

## Properties
- Spin multiplicity: 2
- ⟨S²⟩: 0.807
- Frontier orbital gap (spin up / spin down): 5.851 / 6.448 eV
- Highest occupied orbital energy (spin up / spin down): -14.2865 / -14.2868 eV
- Total charge: +2

---

(3)
C19H24CdCl2N5O2S3Si | wB97M-V/def2-TZVPD

XYZ file:
```
57
Properties=species:S:1:pos:R:3:lowdin_charge:R:1
S 3.297 -0.399 1.615 0.510
H -0.834 -5.107 -3.121 0.092
C -0.847 -2.633 -0.172 -0.799
C 0.085 6.098 -1.774 -0.116
H 1.809 5.207 -2.695 0.110
H -1.770 -6.798 1.117 0.021
C -0.699 3.418 -1.269 -0.655
Cl 0.441 -0.154 -3.854 0.534
C -1.535 -4.728 -1.104 -0.114
H 0.456 2.494 1.445 0.082
H 2.561 0.814 -3.692 -0.010
C 0.880 5.035 -2.165 -0.051
H 1.986 4.922 1.401 0.086
N 2.362 2.164 1.930 -0.091
C 3.265 1.165 2.185 -0.839
N 3.848 3.117 3.241 0.101
Cd 0.417 0.034 -0.740 1.107
C -0.854 -4.428 -2.280 -0.084
H -3.046 -2.403 2.751 0.017
H -2.452 4.305 -0.426 0.080
S -0.741 -1.414 1.049 0.472
H 0.392 7.118 -1.972 0.087
N 1.264 1.990 1.103 0.064
H -1.776 6.633 -0.833 0.090
O 1.834 1.745 -1.524 -0.254
O 2.035 2.804 -3.478 -0.001
H -2.432 -6.563 2.743 0.027
C 1.520 2.666 -2.368 -0.661
Cl 2.775 -1.091 -2.316 0.499
H 4.960 1.371 3.382 0.136
H -4.874 -5.216 1.680 0.027
H -1.596 -3.181 3.369 0.018
C 2.217 -0.212 -3.764 -0.943
H -2.066 -5.675 -1.036 0.093
N 4.135 1.794 2.998 0.000
C 2.764 3.317 2.561 -0.346
C -1.503 4.515 -0.906 -0.161
Si -2.534 -4.450 1.461 0.483
C -1.555 -3.856 -0.026 -0.263
H -3.193 -3.885 3.729 0.028
H 1.493 2.255 0.134 0.028
N -0.195 -2.346 -1.323 -0.084
H 0.350 -2.914 -3.214 0.068
H 2.583 -0.743 -4.633 0.022
H 0.998 4.499 2.793 0.083
C 0.521 3.708 -1.911 -0.170
H -0.802 -5.987 2.352 0.034
C -1.123 5.823 -1.140 -0.119
C -1.817 -6.105 1.962 -0.183
C 2.027 4.599 2.443 -0.004
C -0.201 -3.215 -2.331 -0.192
C -2.594 -3.371 2.970 -0.226
H -4.776 -3.793 0.628 0.035
H -4.328 -5.384 0.003 0.023
S -1.375 1.824 -0.903 0.410
C -4.291 -4.739 0.885 -0.182
H 2.533 5.354 3.040 0.079
```

## Properties
- Frontier orbital gap: 7.160 eV
- Energy relative to the best compared isomer or geometry (same formula, charge and spin): 25.7 kcal/mol
- Highest occupied orbital energy: -4.5306 eV
- Total charge: -1

---

(4)
C19H24ClN3O5S | wB97M-V/def2-TZVPD

XYZ file:
```
53
Properties=species:S:1:pos:R:3:lowdin_charge:R:1
C 2.523 -1.423 1.649 -0.027
C -3.600 2.983 1.462 -0.053
N -0.283 -0.927 1.901 0.068
O -1.696 -3.345 -1.627 -0.262
C 2.810 0.796 0.841 -0.596
H 0.196 1.010 1.305 0.095
H -1.835 -2.919 2.320 0.122
C -0.154 2.484 -2.091 -0.005
H 4.685 1.245 -0.077 0.105
H 1.985 0.789 -3.698 0.106
C -0.599 -1.063 -1.056 -0.158
H -4.542 1.757 -0.058 0.118
O -2.535 1.994 -0.465 -0.008
H 0.548 3.049 -1.478 0.052
H 2.933 0.006 -2.419 0.087
N 0.925 0.259 -1.976 -0.038
C 0.615 0.207 1.926 -0.134
C -1.131 0.260 -1.125 -0.053
C -0.147 1.050 -1.706 -0.206
H -4.023 3.368 -0.635 0.125
O -3.428 -0.056 -0.642 0.083
C 1.630 -2.137 -1.791 0.003
H 2.569 -1.943 -1.272 0.071
C 2.129 0.710 -2.617 -0.009
C 0.665 -1.027 -1.589 -0.245
H 1.197 -3.050 -1.396 0.070
H -3.261 2.147 2.069 0.052
H -2.863 3.780 1.521 0.077
O -0.258 -3.222 0.360 -0.316
N -2.592 -2.370 0.489 -0.105
H 1.835 -2.276 -2.852 0.097
H -4.550 3.345 1.844 0.078
H 5.570 -1.041 0.237 0.106
H 2.412 1.687 -2.227 0.078
H -3.245 -1.741 0.029 0.080
H 1.933 -2.174 2.149 0.120
C -1.600 -0.782 2.123 -0.481
C -3.771 2.529 0.021 -0.196
H 0.033 -1.796 1.477 0.070
C 4.085 0.485 0.398 -0.116
C 4.578 -0.794 0.580 -0.086
H -1.143 2.902 -1.943 0.079
C -2.470 0.688 -0.716 -0.424
C 1.995 -0.149 1.459 -0.212
H 0.662 0.594 2.954 0.146
H 0.133 2.599 -3.135 0.090
C -2.385 -2.077 1.893 -0.117
C 3.796 -1.746 1.214 -0.079
O -2.115 0.263 2.473 0.067
Cl 2.249 2.421 0.629 0.760
S -1.277 -2.612 -0.473 0.679
H -3.363 -1.993 2.370 0.136
H 4.176 -2.743 1.372 0.109
```

## Properties
- Frontier orbital gap: 8.986 eV
- Structure (SMILES): CCOC(=O)c1c(S(=O)(=O)NCC(=O)NCc2ccccc2Cl)c(C)n(C)c1C
- Energy relative to the best compared isomer or geometry (same formula, charge and spin): 2.0 kcal/mol
- Highest occupied orbital energy: -8.4932 eV

---

(5)
C19H24ClNO2 | wB97M-V/def2-TZVPD

XYZ file:
```
47
Properties=species:S:1:pos:R:3:lowdin_charge:R:1
O -2.271 0.546 2.842 0.035
C 0.811 0.805 2.058 -0.376
C -1.396 -0.959 4.219 -0.023
H 2.166 1.700 3.482 0.078
N -0.443 -1.196 -1.742 -0.058
H -1.527 -0.512 -3.346 0.130
H -0.545 -4.522 -1.703 0.086
H 2.763 0.023 -5.440 0.105
H -0.131 2.110 0.600 0.063
C 2.509 1.834 -4.327 -0.678
H 0.904 -1.618 -0.204 0.122
H 0.856 2.940 1.794 0.083
H -1.436 0.262 0.390 0.111
C -0.886 -0.084 -2.571 -0.094
H 1.854 -0.011 3.774 0.082
H 0.629 1.191 4.181 0.083
C 0.203 -0.836 -0.500 -0.146
H 0.055 2.445 -2.106 0.108
C 2.169 0.545 -4.707 -0.095
H 2.028 3.524 -3.106 0.104
C 1.061 -0.057 -4.140 -0.015
O -1.221 -2.684 -3.236 0.040
C -0.160 -0.400 1.999 -0.229
H -1.475 -1.469 0.684 0.125
H 0.425 -1.295 2.239 0.153
H 0.782 -1.058 -4.430 0.119
C 0.648 1.905 -2.831 -0.042
H 0.884 -3.600 -1.224 0.086
C -2.602 -0.479 4.786 -0.059
C -3.088 0.432 3.903 -0.114
C -0.673 -2.461 -2.172 -0.503
H -0.737 -1.692 4.638 0.111
H -1.471 0.611 -1.963 0.126
H -3.040 -0.775 5.717 0.099
H -0.605 -3.485 -0.268 0.076
C -0.204 -3.584 -1.272 0.011
C 0.289 0.616 -3.199 -0.208
H -0.728 2.314 2.248 0.081
C 0.156 2.121 1.647 -0.050
H 0.779 0.074 -0.686 0.118
H 1.634 0.594 1.366 0.131
C -1.236 -0.301 3.034 -0.276
H -3.968 1.043 3.911 0.118
C 1.754 2.521 -3.392 -0.103
C -0.813 -0.601 0.623 -0.120
C 1.401 0.928 3.462 -0.064
Cl 3.894 2.595 -5.031 0.666
```

## Properties
- Frontier orbital gap: 9.295 eV
- Structure (SMILES): CC(=O)N(CC[C@H](c1ccco1)C(C)C)Cc1ccc(Cl)cc1
- Energy relative to the best compared isomer or geometry (same formula, charge and spin): 9.5 kcal/mol
- Highest occupied orbital energy: -8.6368 eV

---

It is found that the E_tot values, taken in the order of the records, are -117945.7654, -129580.7280, -101635.7411, -58159.2712, -38200.4938 eV.